(1)
Computed, not measured: 2 unconnected molecules or ions with the total composition C7H14BrN at a distorted geometry, with wB97M-V/def2-TZVPD.

Last column: Mulliken charge in e.
Atoms and positions in Å:
1 C 0.394 0.424 0.743  -0.132
2 C -2.091 1.991 1.025  -0.662
3 C 0.760 -3.356 -1.013  -1.174
4 C 1.284 -1.102 -2.253  -1.210
5 C 0.486 1.819 1.359  -0.140
6 C -0.870 2.228 1.898  -0.579
7 C 0.459 -1.952 -1.420  0.522
8 N 1.370 -0.273 0.419  -0.623
9 Br -1.347 -1.467 -1.167  -0.153
10 H -0.613 0.033 0.708  0.296
11 H -2.311 2.868 0.352  0.284
12 H -2.969 1.902 1.679  0.273
13 H -1.965 1.009 0.484  0.128
14 H 0.160 -3.622 -0.177  0.412
15 H 1.727 -3.183 -0.596  0.340
16 H 0.959 -3.998 -1.939  0.271
17 H 2.229 -1.430 -2.394  0.353
18 H 0.776 -1.031 -3.249  0.358
19 H 1.287 -0.072 -1.986  0.343
20 H 0.782 2.490 0.474  0.243
21 H 1.259 1.884 2.192  0.281
22 H -0.930 1.520 2.753  0.263
23 H -0.835 3.318 2.106  0.305

The HOMO energy (alpha / beta) is -7.255 / -8.859 eV. As for the energy above the lowest of the compared OMol25 structures with the same formula, charge and spin: 13.4 kcal per mole. As for the max |F|: 4.18 eV/Å. For the frontier orbital gap (alpha / beta), the calculation gives 7.42 / 9.50 eV. As for the net charge: 0. The total energy is -79014.286 eV.

***

(2)
Computed, not measured: a gas-phase ion, C7H14BrN2O2 (charge +1) at a distorted geometry, with wB97M-V/def2-TZVPD.

Last column: Mulliken charge in e.
Atoms and positions in Å:
1 C -1.001 0.098 -0.665  1.227
2 C 0.545 0.208 -0.578  0.038
3 C -1.514 -1.348 -0.516  -1.214
4 C -1.733 0.787 -1.783  -1.865
5 C 1.937 -1.789 0.150  -1.330
6 C 2.465 0.624 0.954  -1.162
7 C 1.381 -0.345 0.503  0.142
8 N -1.333 0.803 0.616  0.631
9 N -0.547 1.693 1.043  0.045
10 O -0.836 2.414 1.960  -0.652
11 O -2.537 0.518 1.189  -0.451
12 Br 1.403 0.967 -2.024  0.167
13 H -2.372 -1.302 0.113  0.431
14 H -0.733 -1.984 -0.048  0.305
15 H -1.851 -1.628 -1.553  0.358
16 H -2.785 0.674 -1.537  0.458
17 H -1.531 0.500 -2.751  0.524
18 H -1.801 1.933 -1.808  0.383
19 H 2.594 -1.910 0.981  0.435
20 H 2.697 -1.523 -0.707  0.315
21 H 1.273 -2.604 -0.011  0.374
22 H 3.296 0.228 1.548  0.407
23 H 2.046 1.485 1.562  0.296
24 H 2.860 1.099 0.091  0.335
25 H 0.655 -0.581 1.247  0.396
26 H -2.577 0.983 2.024  0.408

The HOMO energy (alpha / beta) is -13.610 / -13.610 eV. As for the energy above the lowest of the compared OMol25 structures with the same formula, charge and spin: 46.2 kcal per mole. As for the max |F|: 4.79 eV/Å. For the frontier orbital gap (alpha / beta), the calculation gives 7.25 / 7.25 eV. As for the net charge: +1. The total energy is -84590.592 eV.

***

(3)
Computed, not measured: 7 unconnected molecules or ions with the total composition C7H14Cl14 at a distorted geometry, with wB97M-V/def2-TZVPD.

Last column: Mulliken charge in e.
Atoms and positions in Å:
1 C 6.135 -1.320 -4.684  -0.238
2 Cl 5.582 -0.074 -3.513  -0.145
3 Cl 7.859 -1.673 -4.621  -0.135
4 H 5.607 -2.235 -4.416  0.249
5 H 5.856 -0.996 -5.687  0.269
6 C -0.895 -9.109 0.589  -0.208
7 Cl -0.167 -9.919 -0.780  -0.138
8 Cl -2.689 -9.108 0.443  -0.151
9 H -0.554 -9.577 1.513  0.271
10 H -0.557 -8.076 0.513  0.226
11 C 5.538 3.462 3.285  -0.208
12 Cl 6.256 1.855 3.551  -0.148
13 Cl 6.838 4.650 3.093  -0.143
14 H 5.018 3.412 2.328  0.223
15 H 4.816 3.744 4.051  0.276
16 C -7.637 -1.423 -2.633  -0.206
17 Cl -7.254 -0.182 -3.796  -0.135
18 Cl -8.811 -0.761 -1.476  -0.152
19 H -8.138 -2.274 -3.093  0.254
20 H -6.739 -1.675 -2.069  0.239
21 C -4.548 2.437 3.385  -0.238
22 Cl -5.837 3.234 4.311  -0.143
23 Cl -4.676 2.724 1.659  -0.141
24 H -3.557 2.723 3.738  0.257
25 H -4.497 1.363 3.568  0.265
26 C 0.787 6.900 -0.465  -0.221
27 Cl 2.338 7.731 -0.577  -0.141
28 Cl 0.850 5.497 -1.598  -0.149
29 H 0.726 6.444 0.523  0.223
30 H -0.024 7.622 -0.557  0.287
31 C 0.579 -1.079 0.552  -0.224
32 Cl 0.740 -0.223 2.129  -0.154
33 Cl -0.886 -2.102 0.624  -0.144
34 H 0.456 -0.343 -0.242  0.250
35 H 1.488 -1.647 0.354  0.272

The HOMO energy is -10.971 eV. As for the energy above the lowest of the compared OMol25 structures with the same formula, charge and spin: 26.5 kcal per mole. The SMILES is ClCCl.ClCCl.ClCCl.ClCCl.ClCCl.ClCCl.ClCCl. As for the max |F|: 1.16 eV/Å. For the frontier orbital gap, the calculation gives 11.04 eV. As for the net charge: 0. The total energy is -182799.223 eV.

***

(4)
Computed, not measured: a single C7H14Cl2N2 molecule at a distorted geometry, with wB97M-V/def2-TZVPD.

Last column: Mulliken charge in e.
Atoms and positions in Å:
1 C -0.214 1.103 -1.264  -0.578
2 C 0.863 0.035 -1.564  -0.656
3 C -0.183 -0.104 0.630  0.201
4 C -3.001 1.211 0.344  -0.984
5 C 3.104 -1.763 0.543  -1.266
6 C -1.675 1.887 0.710  -0.665
7 C 1.519 -1.740 0.139  -0.826
8 N -0.619 1.058 0.104  0.059
9 N 1.054 -0.429 -0.173  0.061
10 Cl 0.025 -0.123 2.323  -0.162
11 Cl -1.496 -1.616 0.217  -0.281
12 H 0.157 2.139 -1.364  0.385
13 H -1.146 0.775 -1.780  0.229
14 H 0.362 -0.676 -2.216  0.349
15 H 1.780 0.452 -1.803  0.407
16 H -3.071 0.757 -0.648  0.274
17 H -3.064 0.367 0.967  0.357
18 H -3.798 2.022 0.490  0.312
19 H 3.206 -1.297 1.557  0.249
20 H 3.361 -2.803 0.740  0.390
21 H 3.613 -1.341 -0.218  0.396
22 H -1.614 2.882 0.408  0.459
23 H -1.599 1.845 1.723  0.316
24 H 1.473 -2.448 -0.740  0.332
25 H 0.963 -2.193 0.877  0.642

The HOMO energy is -8.768 eV. As for the energy above the lowest of the compared OMol25 structures with the same formula, charge and spin: 17.5 kcal per mole. The SMILES is CCN1CCN(CC)C1(Cl)Cl. As for the max |F|: 5.70 eV/Å. For the frontier orbital gap, the calculation gives 9.55 eV. As for the net charge: 0. The total energy is -35509.406 eV.

***

(5)
Computed, not measured: a single C7H14Cl2Si molecule at a distorted geometry, with wB97M-V/def2-TZVPD.

Last column: Mulliken charge in e.
Atoms and positions in Å:
1 Cl -1.707 -1.658 -1.514  -0.283
2 Cl -1.058 -3.997 0.911  -0.335
3 C -1.046 3.261 -0.626  -0.818
4 C -0.011 2.468 -0.352  -0.436
5 C 0.124 1.050 -0.820  0.344
6 C 1.499 0.496 -0.486  -0.755
7 C 1.644 -1.034 -0.701  -0.733
8 C -1.782 -0.942 1.712  -0.988
9 C 1.070 -1.834 0.443  -0.740
10 Si -0.838 -1.976 0.407  0.611
11 H -1.037 4.299 -0.308  0.268
12 H -1.877 2.947 -1.234  0.279
13 H 0.824 2.877 0.160  0.311
14 H -0.697 0.413 -0.424  -0.236
15 H -0.051 0.990 -1.903  0.329
16 H 1.769 0.693 0.570  0.350
17 H 2.231 1.095 -1.069  0.396
18 H 2.717 -1.272 -0.829  0.329
19 H 1.217 -1.261 -1.680  0.320
20 H -1.525 0.122 1.644  0.348
21 H -1.444 -1.273 2.657  0.342
22 H -2.829 -1.193 1.648  0.302
23 H 1.480 -2.858 0.395  0.385
24 H 1.328 -1.410 1.398  0.409

The HOMO energy is -9.684 eV. As for the energy above the lowest of the compared OMol25 structures with the same formula, charge and spin: 21.5 kcal per mole. The SMILES is C=CCCCC[Si](C)(Cl)Cl. As for the max |F|: 1.96 eV/Å. For the frontier orbital gap, the calculation gives 10.41 eV. As for the net charge: 0. The total energy is -40411.291 eV.

***

(6)
Computed, not measured: a molecular structure, C7H14Cu4N2O5 at a distorted geometry, with wB97M-V/def2-TZVPD.

Last column: Mulliken charge in e.
Atoms and positions in Å:
1 Cu -26.721 -17.007 3.075  0.810
2 Cu -28.252 -13.692 5.924  0.637
3 Cu -25.001 -13.614 7.551  0.766
4 Cu -26.335 -16.683 6.621  0.751
5 C -25.751 -14.457 5.054  1.016
6 O -24.813 -15.113 5.578  -0.700
7 O -25.993 -13.271 5.412  -0.741
8 O -26.675 -15.173 4.582  -0.634
9 C -20.455 -17.892 3.336  0.102
10 O -20.018 -18.907 2.736  -0.570
11 N -21.689 -17.830 3.817  0.099
12 C -22.602 -18.938 3.596  -0.956
13 C -22.397 -16.540 4.040  -0.797
14 H -19.813 -17.050 3.639  0.320
15 H -23.334 -19.055 4.396  0.304
16 H -22.237 -19.965 3.622  0.334
17 H -23.220 -18.861 2.702  0.344
18 H -21.881 -15.896 4.752  0.313
19 H -22.502 -16.009 3.093  0.385
20 H -23.438 -16.808 4.221  0.079
21 C -28.552 -11.069 4.134  0.372
22 O -29.346 -11.895 4.696  -0.719
23 N -28.916 -9.821 3.704  0.106
24 C -28.099 -9.036 2.815  -1.073
25 C -30.240 -9.349 3.516  -0.930
26 H -27.483 -11.325 4.075  0.306
27 H -27.068 -8.993 3.166  0.367
28 H -28.244 -7.957 2.864  0.356
29 H -28.111 -9.313 1.760  0.372
30 H -30.888 -9.993 4.111  0.305
31 H -30.469 -8.326 3.813  0.303
32 H -30.483 -9.499 2.464  0.375

The HOMO energy is -13.423 eV. As for the max |F|: 5.33 eV/Å. For the frontier orbital gap, the calculation gives 3.86 eV. As for the net charge: +2. The total energy is -199240.746 eV.

***

(7)
Computed, not measured: a molecular structure, C7H14F3NO5SrY at a distorted geometry, with wB97M-V/def2-TZVPD.

Last column: Mulliken charge in e.
Atoms and positions in Å:
1 Sr 4.635 0.705 1.123  1.727
2 Y 2.922 1.765 3.819  1.245
3 O 2.184 1.153 1.724  -0.576
4 H 1.347 0.935 1.269  0.159
5 O 4.129 -0.149 3.554  -0.787
6 H 4.567 -0.982 3.816  0.235
7 C 2.325 0.740 -1.659  0.526
8 O 3.439 0.963 -1.138  -0.655
9 N 2.095 0.875 -2.980  0.098
10 C 0.798 0.847 -3.584  -0.650
11 C 3.241 1.368 -3.769  -1.030
12 H 1.416 0.392 -1.144  -0.099
13 H 0.063 0.483 -2.866  0.133
14 H 0.773 0.136 -4.410  0.335
15 H 0.531 1.812 -4.015  0.328
16 H 3.245 2.456 -3.714  0.345
17 H 4.167 0.905 -3.427  0.302
18 H 3.171 1.065 -4.814  0.368
19 C -4.234 -1.626 3.234  -1.090
20 C -4.505 -1.838 1.733  -0.201
21 O -3.770 -0.934 0.998  -0.255
22 C -2.343 -1.056 0.863  0.198
23 O -1.779 -2.053 1.259  -0.496
24 C -1.641 0.077 0.201  1.010
25 F -0.761 -0.308 -0.728  -0.276
26 F -2.580 0.868 -0.404  -0.250
27 F -1.006 0.751 1.120  -0.261
28 H -4.540 -0.639 3.581  0.302
29 H -3.178 -1.717 3.487  0.305
30 H -4.761 -2.318 3.891  0.379
31 H -5.587 -1.819 1.600  0.332
32 H -4.362 -2.859 1.381  0.300

The HOMO energy (alpha / beta) is -14.017 / -15.082 eV. The spin multiplicity is 2. As for the max |F|: 6.44 eV/Å. For the frontier orbital gap (alpha / beta), the calculation gives 6.93 / 7.13 eV. As for the net charge: +2. The total energy is -29231.346 eV. As for the expectation value of S²: 0.751.

***

(8)
Computed, not measured: a molecular structure, C7H14FN2V at a distorted geometry, with wB97M-V/def2-TZVPD.

Last column: Mulliken charge in e.
Atoms and positions in Å:
1 C -0.903 1.345 -2.096  -0.654
2 V 0.663 0.763 -0.998  0.059
3 N 2.481 0.653 0.273  -0.721
4 N 1.819 -0.181 -2.456  -0.729
5 H 2.452 -0.198 0.845  0.312
6 H 0.130 2.081 -1.418  0.261
7 H -1.825 1.766 -1.688  0.362
8 H -0.958 0.232 -1.990  0.013
9 H -0.838 1.611 -3.152  0.362
10 H 2.189 -1.098 -2.163  0.329
11 H 2.644 0.363 -2.729  0.329
12 H 1.341 -0.369 -3.338  0.314
13 H 3.373 0.618 -0.228  0.308
14 H 2.575 1.415 0.951  0.293
15 F -2.956 -1.635 3.593  -0.294
16 C -2.081 -1.198 2.629  0.337
17 C -1.030 -0.361 3.005  -0.648
18 C -0.169 0.121 1.993  0.053
19 C -0.358 -0.242 0.664  0.202
20 C -1.388 -1.121 0.326  -0.125
21 C -2.281 -1.594 1.306  -0.688
22 H -0.888 -0.081 4.047  0.410
23 H 0.638 0.799 2.291  0.235
24 H -1.521 -1.445 -0.710  0.267
25 H -3.111 -2.248 1.043  0.411

The HOMO energy (alpha / beta) is -11.834 / -11.811 eV. The spin multiplicity is 2. As for the max |F|: 5.01 eV/Å. For the frontier orbital gap (alpha / beta), the calculation gives 8.12 / 8.22 eV. As for the net charge: +1. The total energy is -38862.412 eV. As for the expectation value of S²: 0.774.